1.
Entry from the Open Molecules 2025 dataset: 2 unconnected molecules or ions with the total composition C5H14NO (ωB97M-V/def2-TZVPD).

Calculated values
Total charge = +1
LUMO level = -4.46 eV
Multiplicity = 1
Energy = -8942.7479 eV
Frontier orbital gap = 10.33 eV

Geometry as XYZ:
```
21
Properties=species:S:1:pos:R:3:forces:R:3
C 2.75958 -1.17339 -0.28273 -0.07 0.22 0.00
C 0.81550 -2.50377 0.18927 0.10 -0.17 0.05
N 1.42250 -1.39880 0.27651 0.13 0.15 -0.58
H 3.43619 -0.94692 0.54108 0.02 -0.01 -0.12
H 2.71890 -0.32841 -0.97167 -0.02 0.00 0.16
H 3.08279 -2.05191 -0.83206 0.05 -0.09 0.11
H 1.28532 -3.33927 -0.31805 0.02 -0.04 0.12
H -0.16174 -2.61347 0.63115 -0.22 0.08 -0.01
H 0.88586 -0.57558 0.66381 0.01 -0.28 0.37
C -1.11781 2.52958 0.13275 0.04 0.16 -0.27
C -0.87199 1.05915 -0.10735 0.00 0.03 0.04
C -2.11230 0.30570 -0.54500 -0.06 0.00 0.42
O -0.29048 0.44510 1.07929 -0.22 0.11 -0.13
H -0.21783 3.01371 0.51224 -0.11 -0.01 0.12
H -1.96616 2.69782 0.79854 0.11 -0.04 0.14
H -1.36404 3.01027 -0.81378 -0.05 0.01 -0.04
H -0.08681 0.96045 -0.85650 0.10 -0.09 -0.09
H -2.39221 0.55028 -1.56213 -0.01 0.06 -0.19
H -2.94971 0.56380 0.10267 -0.10 0.06 0.03
H -1.97734 -0.77002 -0.45775 0.12 -0.12 -0.17
H -0.89823 0.56567 1.81971 0.14 -0.04 0.05
```
Positions in Å, forces in eV/Å.

***

2.
Entry from the Open Molecules 2025 dataset: 2 unconnected molecules or ions with the total composition C5H14NO (ωB97M-V/def2-TZVPD).

Calculated values
Total charge = +1
LUMO level = -3.24 eV
Multiplicity = 1
Energy = -8943.0363 eV
Frontier orbital gap = 11.05 eV

Geometry as XYZ:
```
21
Properties=species:S:1:pos:R:3:forces:R:3
C 0.80248 2.14005 -1.40254 0.19 -0.62 -0.17
C 1.44123 1.80486 -0.06127 -0.16 0.16 -0.22
C 1.81638 0.33396 0.12640 -0.06 0.02 0.29
C 0.62431 -0.56186 0.01610 0.30 0.28 -0.28
C 0.20872 -1.36096 0.97408 -0.48 -0.29 -0.07
N -1.06856 -2.11548 0.81522 0.12 -0.35 0.26
H -0.18209 1.68535 -1.52006 -0.08 0.06 0.02
H 0.70131 3.20267 -1.53069 -0.13 0.46 0.02
H 1.41984 1.78297 -2.23189 0.01 -0.01 0.04
H 2.33129 2.40567 0.05836 0.41 0.06 0.00
H 0.79465 2.12310 0.74488 -0.34 0.01 0.30
H 2.55738 0.06956 -0.62515 0.06 -0.17 -0.12
H 2.26706 0.20939 1.11010 0.15 -0.07 0.00
H 0.08200 -0.49482 -0.92234 -0.22 -0.06 0.10
H 0.67889 -1.56884 1.91586 0.23 0.18 0.19
H -1.39264 -2.46221 1.71854 0.02 0.13 0.07
H -1.81533 -1.49793 0.43941 0.00 0.07 -0.26
H -0.96452 -2.95549 0.24065 0.01 0.19 -0.19
H -3.00940 0.64069 0.16846 0.15 0.00 0.30
H -3.26049 -0.16915 -1.07238 0.20 -0.31 0.17
O -2.77796 -0.20563 -0.23080 -0.37 0.28 -0.46
```
Positions in Å, forces in eV/Å.

***

3.
Entry from the Open Molecules 2025 dataset: 2 unconnected molecules or ions with the total composition C5H14NO at a distorted geometry (ωB97M-V/def2-TZVPD).

Calculated values
Total charge = +1
LUMO level = -3.29 eV
Multiplicity = 1
Energy = -8940.7905 eV
Frontier orbital gap = 10.29 eV

Geometry as XYZ:
```
21
Properties=species:S:1:pos:R:3:forces:R:3
C -0.91494 -1.00219 0.93218 -2.33 -2.03 1.19
C 0.26219 -1.08020 -0.14499 -4.69 -4.14 -2.54
C 1.04434 0.08175 -0.14466 4.67 2.77 1.24
C 0.94196 1.15640 -0.95220 3.28 -0.03 2.39
C 2.25398 -0.05569 0.85045 -0.24 4.17 1.87
N -1.59056 0.38348 1.12737 0.05 0.21 -0.33
H -1.93083 -1.58939 0.64711 2.91 0.68 0.45
H -0.55845 -1.39955 2.00720 -0.85 1.19 -2.49
H -0.14703 -1.32473 -1.27871 0.40 0.93 2.98
H 0.73076 -2.08317 0.06447 0.15 1.36 0.23
H 0.30621 1.08587 -1.73305 -1.44 0.18 -2.01
H 1.72358 1.98582 -0.98031 -1.32 -1.25 0.36
H 2.89417 0.95774 0.95963 -1.60 -2.12 -0.52
H 2.00673 -0.27635 1.94279 -0.21 0.07 -1.44
H 2.96063 -0.77372 0.57174 0.79 -1.35 -0.81
H -0.95678 1.09232 1.45938 0.62 0.24 0.68
H -1.82232 0.77397 0.20949 -0.32 -0.42 -0.50
H -2.46517 0.41775 1.71018 1.15 -0.50 -0.56
H -1.02677 1.07632 -2.31297 0.91 1.29 -0.91
H -2.00881 0.08697 -2.85095 -1.02 -1.10 -2.31
O -1.70288 0.48659 -2.08414 -0.91 -0.17 3.02
```
Positions in Å, forces in eV/Å.

***

4.
Entry from the Open Molecules 2025 dataset: 2 unconnected molecules or ions with the total composition C5H14NO at a distorted geometry (ωB97M-V/def2-TZVPD).

Calculated values
Total charge = +1
LUMO level = -4.49 eV
Multiplicity = 1
Energy = -8942.1773 eV
Frontier orbital gap = 10.60 eV

Geometry as XYZ:
```
21
Properties=species:S:1:pos:R:3:forces:R:3
C 0.23563 -0.25015 -2.19932 -0.99 -0.23 0.39
C 1.14600 0.55041 -1.24781 0.32 -1.01 0.18
C 0.33319 1.56314 -0.41757 -0.38 -1.06 0.05
C -0.74964 0.96492 0.48499 -0.95 0.72 -0.87
C 0.83622 0.05779 2.04437 -1.21 0.42 -0.76
N -0.30322 -0.01266 1.46674 0.87 -1.36 -0.25
H 0.43465 -0.11134 -3.25718 0.14 -0.05 0.01
H -0.82267 -0.01346 -2.03325 0.10 0.57 -0.31
H 0.16995 -1.32039 -1.97082 0.76 0.02 -0.18
H 1.90347 1.10132 -1.77394 0.11 0.44 -0.58
H 1.78913 -0.21787 -0.75481 -0.61 0.74 0.61
H -0.28066 2.07803 -1.17757 0.52 0.46 0.49
H 0.88962 2.24160 0.22394 0.44 0.31 -0.58
H -1.45709 0.43740 -0.15081 -0.14 -0.17 0.19
H -1.30335 1.81905 0.87995 -0.01 -0.32 0.62
H 1.30727 -0.85615 2.37654 -0.02 0.18 0.68
H 1.24819 1.05705 2.06533 0.79 -0.22 0.15
H -0.78271 -0.99097 1.41747 0.47 1.29 0.28
H -2.03387 -2.82649 1.91774 0.36 0.57 0.25
H -1.27168 -2.88817 0.63707 0.35 0.30 0.10
O -1.28842 -2.38306 1.46894 -0.91 -1.60 -0.47
```
Positions in Å, forces in eV/Å.

***

5.
Entry from the Open Molecules 2025 dataset: 3 unconnected molecules or ions with the total composition C5H14NO at a distorted geometry (ωB97M-V/def2-TZVPD).

Calculated values
Total charge = +1
LUMO level = -9.77 eV
Multiplicity = 1
Energy = -8934.7803 eV
Frontier orbital gap = 3.83 eV

Geometry as XYZ:
```
21
Properties=species:S:1:pos:R:3:forces:R:3
C 1.70165 1.05976 0.49252 -1.13 1.63 1.01
C 0.32449 1.62798 0.24115 0.58 -0.83 -1.75
C -0.86503 0.57708 0.48501 1.14 0.11 1.30
C -0.33797 -0.45180 1.39282 -1.40 0.01 0.45
C -0.81621 -0.62293 2.68148 0.57 -0.13 -1.34
N -1.23582 -0.94251 -2.89606 -0.23 -0.37 0.00
H 1.78304 0.13454 -0.17109 0.17 -1.20 -0.83
H 2.45558 1.80756 0.25086 0.23 -0.40 -0.53
H 1.85225 0.67635 1.51412 -0.05 -0.30 -0.18
H 0.16990 2.63276 0.64401 -0.34 -0.30 0.82
H -0.90642 0.15057 -0.50025 -0.64 -0.09 -0.38
H -1.79187 1.01999 0.83513 0.06 0.15 -0.17
H 0.35384 -1.16325 0.97110 0.14 0.03 0.22
H -0.48059 -1.51547 3.19477 -0.26 0.25 0.52
H -1.53104 0.09651 3.06190 0.06 -0.23 0.41
H 0.26387 1.78761 -0.83987 0.29 0.49 0.01
H -0.42601 -1.25893 -2.34878 0.33 0.51 -0.08
H 1.52259 -1.88079 -1.32890 0.50 0.43 0.28
H -1.05323 -0.96350 -3.89863 0.27 0.00 0.27
H -1.94659 -1.64466 -2.73212 -0.36 0.02 -0.05
O 0.96357 -1.12687 -1.04918 0.07 0.21 0.06
```
Positions in Å, forces in eV/Å.

***

6.
Entry from the Open Molecules 2025 dataset: 2 unconnected molecules or ions with the total composition C5H14NO at a distorted geometry (ωB97M-V/def2-TZVPD).

Calculated values
Total charge = +1
LUMO level = -3.24 eV
Multiplicity = 1
Energy = -8942.2040 eV
Frontier orbital gap = 10.98 eV

Geometry as XYZ:
```
21
Properties=species:S:1:pos:R:3:forces:R:3
C -0.84281 -2.32027 1.72511 -1.74 -0.37 0.87
C -0.04606 -2.04887 0.45260 -1.27 1.19 0.57
C 0.98773 -0.91478 0.73501 2.27 -1.37 -0.32
C 0.86895 0.11233 -0.33018 -0.87 0.32 -0.24
C 1.34119 0.00382 -1.55999 1.29 0.37 0.36
N -0.25296 1.05923 -0.04976 -0.80 -0.81 -0.79
H -1.02116 -1.43991 2.37770 0.67 -0.09 -0.50
H -1.89576 -2.58613 1.53330 0.38 -0.26 -0.43
H -0.52207 -3.10774 2.40542 0.59 -0.01 -0.23
H 0.36604 -2.90986 -0.06839 0.35 -0.12 0.50
H -0.79203 -1.69026 -0.29086 0.42 0.07 0.31
H 2.00935 -1.35769 0.61930 -0.68 0.31 -0.03
H 1.04970 -0.57213 1.79008 -0.70 0.14 -0.71
H 1.15728 0.61000 -2.44521 -0.30 0.03 0.43
H 2.19041 -0.67117 -1.62409 -0.30 -0.19 -0.36
H -0.29532 1.95034 -0.58929 0.21 -0.12 0.74
H -1.12828 0.60821 -0.36279 0.23 -0.03 0.18
H -0.38917 1.18290 0.95314 0.29 0.47 -0.04
H -2.06521 3.82078 -0.81520 -0.07 -0.38 0.25
H -0.77494 3.88588 -1.55834 0.11 -0.20 0.03
O -1.26849 3.29285 -0.97131 -0.07 1.03 -0.58
```
Positions in Å, forces in eV/Å.

***

Asked for energy relative to the best compared isomer or geometry (same formula, charge and spin) across the records above, the calculation gives 29.06, 22.41, 74.20, 42.22, 212.80, 41.60 kcal per mole in order.
Asked for E_HOMO across the records above, the calculation gives -14.793, -14.287, -13.580, -15.084, -13.599, -14.219 eV in order.